# 1
29
Properties=species:S:1:pos:R:3:forces:R:3:mulliken_charge:R:1 method="wB97M-V/def2-TZVPD" charge=+1 spin_multiplicity=1 orbital_gap_ev=6.9 lumo_ev=-5.4 e_homo_ev=-12.327
S 1.33405 -0.10682 4.05454 0.55 1.96 -0.50 -0.120
S -2.10499 1.68223 2.78996 -0.92 -0.27 -0.75 0.131
O -0.15580 -2.43585 -2.65835 -0.10 2.25 2.57 -0.378
N -0.23183 0.05609 -1.36702 -0.59 2.16 0.12 0.271
N 1.34447 2.25095 2.37852 0.86 -1.40 0.75 -0.463
N -0.57123 1.05582 0.73705 -0.05 0.24 1.96 1.147
N -1.66576 1.46168 1.23504 1.82 0.97 -0.99 -0.522
C 0.35536 0.27660 1.53308 -0.14 -2.95 0.50 -0.919
C -0.21970 1.32957 -0.67020 -0.64 -0.75 -2.30 -1.024
C -1.39759 -1.98704 -1.96911 3.88 1.73 0.15 -0.746
C 1.06020 1.02444 2.63626 0.30 1.14 0.21 0.146
C 1.06982 -0.32597 -1.93759 -1.65 -0.45 -0.65 -0.510
C -1.48906 -0.40316 -1.95331 0.94 -3.76 -0.42 -0.501
C 0.97989 -1.83718 -1.87960 1.46 -1.96 -3.42 -0.601
H 1.82601 0.06229 -1.25726 0.25 -0.33 -0.02 0.414
H 2.06195 2.73637 2.97379 -1.27 -0.71 -0.21 0.283
H 0.84273 -2.05865 -0.81773 0.40 -0.69 -0.14 0.279
H -1.86198 -0.21591 -2.95684 0.85 1.28 -0.36 0.318
H 0.83172 1.69613 -0.89716 -1.42 0.33 1.55 0.416
H 1.98284 0.88525 4.75312 -0.32 -0.80 -0.21 0.187
H 1.89297 -2.31476 -2.47657 -1.67 0.81 1.99 0.322
H -0.21253 -0.66686 1.83640 0.31 1.37 0.36 0.483
H 1.26700 0.09578 -2.94421 -0.22 -0.32 0.33 0.315
H -1.37073 -2.32842 -0.94362 0.03 -0.33 0.39 0.315
H 1.15662 -0.27901 0.98394 -0.59 1.18 -0.42 0.327
H -1.24292 1.04022 3.57391 0.75 -0.43 0.09 0.244
H -1.01606 2.03724 -0.95990 0.56 -0.12 -0.30 0.382
H -2.15259 -2.41930 -2.48994 -2.41 -1.17 -1.48 0.484
H -2.31286 -0.31173 -1.30723 -0.96 1.02 1.20 0.316

=====

# 2
27
Properties=species:S:1:pos:R:3:forces:R:3:mulliken_charge:R:1 method="wB97M-V/def2-TZVPD" charge=0 spin_multiplicity=1 orbital_gap_ev="8.2 / 7.2" lumo_ev="-0.1 / -0.6" e_homo_ev="-8.291 / -7.833"
N 2.47269 1.26770 -2.46460 0.16 1.42 -0.67 -0.612
N 1.37772 -0.08648 -1.24866 0.57 1.90 -1.05 0.841
N 2.20625 0.22954 -3.24810 -0.08 -0.61 -0.24 -0.398
N 0.70571 -0.58084 -0.17866 -2.39 0.25 -1.09 -1.061
N 1.93098 1.16416 -1.32725 0.17 -0.41 1.82 -0.042
C 0.96416 0.13826 1.05441 1.01 -1.41 -0.03 1.154
C -1.51976 0.13133 -0.73349 2.46 1.45 -1.61 0.393
C 2.39625 -0.10886 1.51674 1.49 -1.35 -0.11 -1.725
C -1.45012 1.62426 -1.08805 0.86 -1.52 1.88 -1.013
C 0.01282 -0.37574 2.11529 -2.50 0.09 -1.11 -1.625
C -1.85278 -0.88605 -1.72063 -2.83 1.16 -0.89 -1.230
C 1.51913 -0.57971 -2.49119 0.40 0.70 1.39 -0.181
H 0.95177 1.19130 0.94115 -0.68 1.33 -0.22 0.235
H -0.51340 -1.33498 1.89243 0.55 0.64 -0.46 0.386
H -0.48870 1.88913 -0.53517 -1.17 0.57 -0.85 0.248
H -0.79963 0.34354 2.36006 0.55 -0.29 -0.09 0.298
H -1.42053 1.87519 -2.14518 0.22 -0.28 0.03 0.293
H -1.70138 -1.80209 -1.23039 -0.06 -1.62 0.04 0.348
H -1.52250 -0.87678 -2.78899 0.32 0.41 1.13 0.307
H -2.32678 2.10293 -0.61909 0.51 0.12 -0.04 0.368
H 1.13710 -1.49653 -2.68521 -0.88 -2.61 -0.99 0.631
H -3.02035 -0.66038 -1.81973 1.85 -0.87 0.07 0.347
H 3.15536 0.37584 0.88388 -0.45 -0.14 -0.13 0.413
H -1.64945 -0.12935 0.28003 -0.54 -0.10 0.84 0.360
H 0.52720 -0.60006 2.98102 1.11 -0.15 2.02 0.471
H 2.66777 -1.24568 1.49949 -0.62 1.99 0.48 0.311
H 2.53171 0.38587 2.49454 -0.04 -0.68 -0.13 0.483

=====

# 3
24
Properties=species:S:1:pos:R:3:forces:R:3:lowdin_spin:R:1 method="wB97M-V/def2-TZVPD" charge=-1 spin_multiplicity=2 orbital_gap_ev="3.9 / 7.2" lumo_ev="4.0 / 3.9" e_homo_ev="0.128 / -3.305"
O -2.83438 -0.27924 2.42387 -0.19 -0.23 -0.46 0.009
N 0.64084 -0.05477 -2.78436 0.54 -0.26 -1.23 0.003
C 0.55592 -0.78297 -0.01571 0.68 -0.82 1.57 0.150
C -0.46770 1.44165 0.53943 0.57 -0.72 0.04 0.246
C 1.90251 -0.52466 -2.21772 -0.86 -0.46 1.13 0.011
C 1.89427 -0.47326 -0.64805 -0.33 1.96 -0.77 0.025
C 0.19951 -2.11515 0.04197 0.00 -0.03 -0.23 0.237
C -1.04292 2.44638 1.48422 0.98 0.39 -0.26 0.048
C -0.05723 0.15511 0.89823 -0.28 1.11 -1.33 0.112
H -3.47062 -0.03686 1.72634 0.68 -0.17 0.36 0.002
H -2.01047 -0.54900 1.95389 -0.70 0.41 0.12 0.007
H 0.81897 -2.88640 -0.41250 -0.05 -0.06 0.11 0.037
H 2.66538 0.11415 -2.66226 0.53 -0.35 0.21 0.002
H -0.05209 -0.77248 -2.93959 0.05 0.07 0.56 0.004
H -0.83314 2.12413 2.50621 -0.44 0.17 0.10 0.002
H 2.68607 -1.08253 -0.20631 0.05 -0.30 -0.17 0.009
H -0.54649 3.41946 1.32942 0.04 -0.06 0.24 0.009
H -0.67304 -2.40226 0.60882 -0.19 -0.28 -0.03 0.032
H -0.31504 -0.17092 1.90296 -0.02 -0.36 0.11 0.010
H -2.09185 2.66720 1.31148 -0.47 -0.22 0.27 0.013
H 2.04882 -1.58609 -2.42830 0.09 0.16 -0.71 0.002
H 2.13896 0.56827 -0.37787 -0.01 -0.17 0.03 0.003
H 0.27589 0.69763 -2.24075 -0.49 0.19 0.41 0.002
H -0.21777 1.78676 -0.46163 -0.18 0.02 -0.06 0.024

=====

# 4
24
Properties=species:S:1:pos:R:3:forces:R:3:mulliken_charge:R:1 method="wB97M-V/def2-TZVPD" charge=0 spin_multiplicity=1 orbital_gap_ev=8.7 lumo_ev=0.8 e_homo_ev=-7.858
O 1.16512 0.47472 -1.82962 -0.09 -1.92 -0.92 -0.678
N 1.16819 1.82585 -0.04064 0.10 0.30 0.14 -0.546
C -0.35025 -0.74397 0.88142 0.28 -0.28 -0.01 -1.137
C -0.92017 -0.09701 -0.39623 0.79 0.90 1.53 1.509
C 1.12178 -0.59985 0.46314 0.15 0.32 0.39 0.480
C 2.13717 -0.34474 1.56762 -0.03 -0.24 -0.18 -1.534
C -1.42801 -1.17338 -1.35342 0.83 0.50 -0.42 -1.818
C 0.83088 0.56574 -0.50443 -3.28 -1.35 -0.01 0.129
C -2.02889 0.91298 -0.14207 0.17 -0.07 -0.05 -1.785
H -2.33767 -1.65012 -0.96700 0.15 0.16 0.00 0.414
H 1.43841 -1.45656 -0.13713 -0.02 -0.02 -0.05 0.235
H -1.64084 -0.74593 -2.33445 -0.22 -0.03 -0.12 0.402
H -0.55754 -0.13574 1.76477 0.00 0.03 0.07 0.315
H 1.81339 0.46070 2.22736 0.01 0.05 0.00 0.310
H -1.75570 1.65404 0.61172 0.12 0.06 -0.07 0.343
H 3.10919 -0.08245 1.15111 0.04 0.01 0.07 0.379
H 1.06816 2.55447 -0.73333 -0.28 0.03 0.25 0.254
H -2.93794 0.42110 0.22680 0.05 -0.04 -0.04 0.393
H 0.64105 -0.35096 -2.05245 1.21 1.50 -0.44 0.481
H -2.29542 1.43327 -1.06310 -0.03 0.11 -0.03 0.376
H 2.24429 -1.24133 2.17782 0.08 -0.02 0.07 0.414
H -0.68280 -1.95601 -1.50651 0.03 -0.21 0.03 0.503
H 0.85571 2.04745 0.89354 0.05 0.15 -0.23 0.223
H -0.65813 -1.77229 1.09508 -0.12 0.07 0.02 0.336

=====

# 5
24
Properties=species:S:1:pos:R:3:forces:R:3:mulliken_charge:R:1 method="wB97M-V/def2-TZVPD" charge=0 spin_multiplicity=1 orbital_gap_ev=10.0 lumo_ev=0.8 e_homo_ev=-9.215
O 0.91653 -1.92881 1.39722 0.46 1.97 -0.51 -0.510
N -1.07303 1.55670 1.79322 0.16 0.14 0.25 -0.607
C -1.53132 0.38047 1.07075 0.23 0.19 -0.34 -1.140
C -0.82105 0.09390 -0.28233 -0.63 -0.62 -0.04 0.253
C -1.55823 -1.09105 -0.93391 0.12 -0.02 -0.11 -1.678
C 1.13380 -0.75148 1.11894 -1.00 -1.83 0.29 -0.552
C 0.73759 -0.10332 -0.20552 0.46 0.23 -0.21 2.243
C 1.46387 1.25658 -0.33609 -0.10 0.25 0.04 -1.683
C 1.30142 -1.00963 -1.32109 -0.18 -0.42 -0.08 -2.134
H -0.18892 1.39535 2.26479 -0.11 0.11 -0.12 0.300
H 0.94408 -2.04200 -1.23589 0.00 0.25 0.04 0.410
H 1.59877 -0.08824 1.86825 0.17 0.01 0.10 0.416
H 1.03151 -0.63543 -2.31471 0.01 0.04 0.18 0.437
H 0.87491 2.08927 0.05494 0.07 -0.14 0.06 0.333
H -0.96454 2.35168 1.16805 -0.02 -0.18 0.22 0.275
H -1.24944 -1.23058 -1.97459 0.00 -0.07 0.19 0.375
H -1.46970 -0.49154 1.73239 0.10 0.10 -0.11 0.398
H -2.63943 -0.91223 -0.95475 0.17 0.06 0.11 0.478
H 2.42256 1.26311 0.19453 -0.05 -0.09 -0.10 0.403
H 1.67187 1.49451 -1.38647 -0.08 -0.15 0.17 0.380
H -2.60101 0.52763 0.87766 0.16 -0.12 -0.16 0.443
H -1.01285 0.95517 -0.93886 0.24 0.04 0.15 0.382
H 2.39626 -1.05723 -1.26961 -0.16 0.16 0.06 0.474
H -1.38365 -2.02282 -0.38692 0.02 0.09 -0.05 0.305

=====

# 6
24
Properties=species:S:1:pos:R:3:forces:R:3:mulliken_charge:R:1 method="wB97M-V/def2-TZVPD" charge=0 spin_multiplicity=1 orbital_gap_ev=9.8 lumo_ev=0.8 e_homo_ev=-8.925
O -2.08911 -1.01721 -1.26476 0.18 1.08 -0.17 -0.572
N -1.02945 1.61639 -1.08624 0.32 -0.01 2.17 -1.044
C -1.55985 -0.86616 0.01628 1.50 -3.21 0.00 -0.854
C 0.90168 0.31168 -0.05480 -1.14 1.64 -0.31 0.512
C -0.74409 1.67982 1.37326 -1.14 -0.96 -0.24 -1.581
C 1.80385 0.71806 -1.21278 -0.02 0.07 0.08 -1.868
C 0.82788 -2.04477 0.89580 0.07 -0.17 -0.12 -1.442
C -0.48198 1.10634 -0.00549 3.01 2.63 -2.05 1.047
C 0.34278 -1.06087 -0.13619 -3.20 0.07 0.85 0.144
H 1.41753 0.48743 0.89327 -0.01 -0.10 -0.03 0.378
H 0.01428 2.43180 1.60618 -0.01 -0.09 -0.29 0.396
H -2.21545 -0.24424 0.63216 0.81 0.74 0.03 0.384
H -2.04335 -0.10334 -1.64383 -0.16 -0.65 0.16 0.409
H 2.76243 0.19624 -1.14793 -0.06 0.06 -0.06 0.423
H -0.38887 1.66546 -1.87651 -0.08 -0.85 -0.04 0.257
H -1.73484 2.13599 1.39660 0.07 0.08 0.07 0.430
H -1.64988 -1.82166 0.53402 -0.27 -0.34 -0.24 0.398
H 1.35374 0.47138 -2.17724 0.01 -0.06 0.05 0.405
H 1.87317 -2.30317 0.68519 -0.07 0.01 0.08 0.398
H 0.24679 -2.97046 0.87952 0.08 0.06 0.00 0.435
H 0.30979 -1.46201 -1.14906 -0.02 0.04 0.06 0.264
H 0.78782 -1.62528 1.90429 -0.03 0.00 -0.07 0.301
H 1.98790 1.79590 -1.20196 0.11 -0.09 0.03 0.397
H -0.69275 0.90270 2.14023 0.03 0.04 0.03 0.382